Entry 1:
Density functional theory data (ωB97M-V/def2-TZVPD) for a cluster of 6 separate species, C24H48O6 in total in a non-equilibrium geometry.

Structure (XYZ):
```
78
Properties=species:S:1:pos:R:3:forces:R:3
C -1.106732 4.878041 -2.206407 0.7022 0.0144 0.3428
C -2.167612 4.547623 -1.146147 0.1810 0.3014 -0.2584
C -2.322807 5.870920 -0.367674 0.1129 -0.2205 0.3542
O -1.349625 6.784269 -0.867523 -0.2045 -0.0671 -0.1348
C -0.357167 6.036380 -1.553753 -0.0440 0.4044 -0.2341
H -1.497607 5.210255 -3.167083 -0.2669 -0.1153 0.0396
H -0.424462 4.040296 -2.362773 -0.1447 -0.0630 -0.2163
H -1.785679 3.763071 -0.495537 -0.1244 -0.0448 0.0505
H -3.095980 4.210791 -1.602154 -0.0815 -0.0247 0.1523
H -2.124332 5.728845 0.700649 -0.1490 -0.1301 -0.0196
H -3.321366 6.295872 -0.469151 0.0921 0.1849 -0.0996
H 0.435042 5.698325 -0.872449 -0.1431 -0.1135 0.0958
H 0.095722 6.725187 -2.269098 0.0634 -0.1268 -0.0318
C -0.167315 0.685795 -0.683802 0.2205 -0.3447 -0.4779
C -0.039811 -0.452206 0.327131 0.2326 0.4505 0.6024
C -1.335262 -0.317875 1.147742 0.3589 -0.4391 -0.2752
O -2.250015 0.427348 0.362036 0.0520 0.1591 -0.1658
C -1.661075 0.709852 -0.935672 -0.3392 -0.0803 1.1070
H 0.394896 0.463043 -1.592042 -0.0402 0.1056 -0.0418
H 0.183597 1.642021 -0.291899 -0.0640 -0.0057 0.1289
H 0.817945 -0.342305 0.996673 0.0803 0.0005 -0.1687
H 0.072512 -1.408399 -0.177175 -0.2463 -0.0039 -0.0027
H -1.138963 0.215418 2.083335 -0.1171 0.0167 0.0110
H -1.737626 -1.308338 1.384071 -0.1410 0.1032 0.0361
H -2.035188 1.692356 -1.204246 -0.0807 -0.0889 -0.4031
H -1.993484 -0.068493 -1.619721 0.1306 0.1542 -0.3210
C 3.411414 1.295063 4.756607 0.1770 0.1341 -0.4560
C 2.129849 0.579708 4.379838 -1.0699 0.1271 0.5087
C 2.347900 -0.836780 4.950511 -0.0923 0.3152 -0.1423
O 3.462660 -0.729421 5.837834 -0.1512 -0.0087 0.1075
C 3.679447 0.657251 6.109354 0.5196 -0.2604 -0.5009
H 3.337149 2.380216 4.694843 -0.0943 0.0109 0.3733
H 4.233401 1.006643 4.094865 -0.0561 -0.0450 -0.0287
H 1.756837 0.657838 3.358503 0.5669 -0.3072 -0.2207
H 1.306979 1.031691 4.952186 0.1812 0.0506 0.0600
H 2.578148 -1.569705 4.175558 0.0629 -0.0802 0.0899
H 1.467502 -1.156830 5.516669 0.0068 -0.1621 -0.1191
H 4.724839 0.745742 6.400159 -0.0873 0.1003 0.2721
H 3.011720 1.011750 6.899587 0.0000 0.0918 0.0224
C -2.610723 2.787729 -5.577880 -0.2000 -0.2742 0.7003
C -1.179030 2.351234 -5.848048 0.1317 -0.4813 -0.8706
C -1.160852 0.984853 -5.181813 0.1580 0.3037 0.8763
O -1.832980 1.218196 -3.945318 -0.3565 -0.2320 -0.0352
C -2.906197 2.135204 -4.191407 0.8592 0.5303 -0.3992
H -3.261812 2.356036 -6.336990 -0.1078 0.1758 -0.0357
H -2.776066 3.859389 -5.493875 0.0770 0.0641 -0.3417
H -0.425391 3.010783 -5.419906 -0.0776 -0.0261 0.2622
H -0.933987 2.245753 -6.910267 -0.1903 0.2097 0.0265
H -0.152301 0.651736 -4.939703 -0.0395 -0.1779 -0.0465
H -1.701487 0.195000 -5.711555 0.1341 0.1307 -0.4192
H -2.803617 2.882558 -3.404978 -0.4267 0.0139 0.0666
H -3.894871 1.675343 -4.176955 0.0765 -0.2295 0.1853
C 2.136040 -3.628152 -1.762551 -0.1010 -0.8119 -0.4317
C 0.955759 -4.607129 -1.607173 -0.0658 0.5499 0.2074
C -0.231918 -3.666260 -1.781321 0.2860 0.0469 0.4968
O 0.183268 -2.664842 -2.708805 -0.0740 0.0568 -0.1008
C 1.601741 -2.691223 -2.841477 0.1964 -0.1778 -0.0395
H 2.999738 -4.192448 -2.118240 0.1892 0.2826 0.0851
H 2.389209 -3.158093 -0.813858 -0.1311 0.2060 -0.0276
H 0.967725 -5.059487 -0.617986 -0.1448 -0.2347 -0.0964
H 0.958334 -5.370340 -2.384711 0.1250 -0.0589 0.0290
H -0.428284 -3.187489 -0.815231 -0.2447 -0.1171 -0.0498
H -1.141151 -4.148333 -2.134605 -0.0112 0.0337 -0.1189
H 1.989669 -1.673251 -2.794635 -0.0260 0.0357 0.0973
H 1.864996 -3.110985 -3.820488 -0.0776 0.1297 -0.0354
C -0.338416 -4.445338 4.285071 0.0364 0.3649 -0.1124
C 0.934150 -5.137233 3.760707 -0.1275 0.1446 -0.1384
C 1.142621 -4.497569 2.369460 0.3240 -0.0254 0.3006
O -0.037945 -3.798406 2.052759 -0.3931 0.0376 -0.3960
C -0.569391 -3.321066 3.262687 -0.4570 0.1271 0.6359
H -0.217541 -4.046911 5.291546 -0.0143 -0.0484 0.0228
H -1.195102 -5.116749 4.284310 0.0480 -0.0852 0.0017
H 0.783968 -6.212617 3.690891 0.0989 -0.0175 -0.0149
H 1.795462 -4.944602 4.398053 -0.0121 -0.0702 0.0395
H 1.324659 -5.235912 1.592171 0.0607 0.0458 -0.0778
H 1.965844 -3.772770 2.393588 0.1708 -0.1697 0.0045
H -1.625951 -3.089328 3.124426 0.0031 -0.1207 -0.1488
H -0.103620 -2.378540 3.590260 0.3003 -0.1238 -0.1374
```
Forces are in eV/Å.

Properties
**Orbital gap**: 9.812 eV
**SMILES**: C1CCOC1.C1CCOC1.C1CCOC1.C1CCOC1.C1CCOC1.C1CCOC1
**Strongest force on any atom**: 1.19 eV/Å
**Energy relative to the best compared isomer or geometry (same formula, charge and spin)**: 38.3 kcal/mol

=====

Entry 2:
Density functional theory data (ωB97M-V/def2-TZVPD) for a cluster of 5 separate species, C24H49BF3N6O7 in total in a non-equilibrium geometry.

Structure (XYZ):
```
90
Properties=species:S:1:pos:R:3:forces:R:3
C 4.027083 -1.112705 0.298265 0.1299 -0.2678 -0.9622
C 3.661125 -2.285630 -0.691176 -0.3737 0.3284 0.5438
C 2.122846 -2.642296 -0.688524 0.4304 -0.0912 -0.1381
C 1.404076 -2.261131 -2.029738 -0.7401 -0.7600 0.4120
C -0.171846 -2.138553 -1.893800 0.9328 0.2102 -0.6823
C -0.671869 -0.682691 -1.623294 -0.3064 0.1458 -0.1776
C -0.213111 -0.058006 -0.267866 -1.8548 -0.0571 1.4011
N 1.229137 0.304781 -0.107794 -0.1130 0.2261 -0.9471
C 1.657128 0.915660 -1.093793 -0.4177 -1.6940 -0.5394
O 1.999181 1.294738 -2.139519 0.2959 0.5300 0.9054
C -0.777455 -1.083132 0.806378 -0.4912 -0.2855 -1.7721
N -1.005535 -0.288110 2.045551 -0.1747 1.1380 0.0778
B -1.385785 -0.968761 3.352504 -0.4169 -1.9945 2.6689
C -0.547694 -2.255700 3.809219 0.1778 0.1681 -0.5058
O -2.396585 -0.536106 4.229225 1.7853 0.9721 -2.1830
C -1.827937 0.870443 1.536543 -1.0185 0.1377 -1.6538
C -0.961353 1.263542 0.274529 0.1506 0.7983 0.4727
C -1.552246 2.277832 -0.747662 0.0421 0.5378 0.1468
C -0.619536 3.532180 -0.969569 -1.4441 -0.3416 -1.0585
O -0.308687 4.213193 0.247909 0.7297 -0.7097 -0.3587
C 1.061899 4.168930 0.567694 0.1853 -0.0974 0.5746
C 1.970106 5.042670 -0.342718 0.5015 -0.4376 1.0031
F 3.057383 5.400552 0.390022 -0.3217 0.0854 -0.1893
F 2.473527 4.318912 -1.373290 -0.5375 0.4706 -0.0678
F 1.383194 6.151779 -0.788793 0.1428 -0.5207 -0.1282
H 5.108730 -1.180562 0.535256 -0.8021 0.2115 0.0067
H 3.885296 -0.158176 -0.251523 0.1630 -0.4307 0.6504
H 3.409182 -1.102011 1.220524 0.3866 -0.1540 -0.5009
H 3.918008 -1.943769 -1.720889 0.1481 -0.5071 0.7138
H 4.292683 -3.152209 -0.397300 -0.5600 0.3911 -0.4936
H 1.958999 -3.738484 -0.546870 0.2116 0.7371 -0.0466
H 1.686405 -2.151273 0.207215 0.0925 -0.1814 -0.6703
H 1.833135 -1.369016 -2.531229 -0.2338 -0.3912 0.4184
H 1.565244 -3.122849 -2.716382 0.1172 0.6783 0.3002
H -0.533609 -2.889352 -1.156989 0.1202 0.5986 -0.3095
H -0.595573 -2.459705 -2.874633 0.0945 0.3572 0.7200
H -0.428344 -0.027757 -2.493428 0.0856 -0.4348 0.6337
H -1.790133 -0.710850 -1.596539 0.7524 0.1728 0.0287
H -0.308652 -2.078060 0.867327 0.2331 0.8684 0.6586
H -1.805780 -1.287883 0.430106 0.6437 -0.0520 0.3262
H -0.088899 0.167847 2.191449 0.0204 -0.3608 0.5137
H -0.139695 -2.826079 2.949043 -0.1021 0.3014 0.5061
H 0.332914 -1.977533 4.442292 -0.6223 -0.1550 -0.3766
H -1.187056 -2.957657 4.387789 0.3279 0.5486 -0.2501
H -1.987962 -0.438287 5.102088 -0.5361 -0.5012 0.2057
H -2.848394 0.516466 1.252011 0.8137 -0.1619 0.1978
H -2.027433 1.670085 2.277850 0.7730 -0.4798 -0.3364
H -0.128216 1.805438 0.776897 -0.5302 -0.2280 -0.3788
H -2.525401 2.693291 -0.396407 0.5922 -0.4630 -0.0780
H -1.751203 1.835139 -1.751659 0.1532 0.1929 0.7349
H 0.264218 3.243748 -1.577675 -0.2644 0.2723 0.6133
H -1.233100 4.227229 -1.590716 0.6204 -0.4060 0.3037
H 1.495290 3.137084 0.542253 -0.2966 0.6357 -0.1717
H 1.163000 4.504276 1.623037 -0.0311 0.1233 -0.8125
O 6.257688 0.771980 -0.348309 0.1156 0.2291 -0.1153
C 6.427424 1.977912 -0.371363 0.0045 -0.1339 0.0922
N 6.208784 2.739874 0.734425 -0.1282 0.0044 0.1140
C 6.884710 2.715881 -1.602125 0.0094 0.2546 0.0647
H 6.336777 3.734676 0.757409 0.0375 -0.0304 -0.0879
H 5.904108 2.270127 1.570287 0.0655 0.0126 -0.0001
H 6.161410 2.556216 -2.401146 0.0849 -0.0855 -0.0133
H 7.855137 2.327261 -1.908348 -0.0860 -0.0651 -0.0563
H 6.978011 3.787577 -1.424972 0.0104 -0.0227 -0.0528
O -2.182995 4.273993 -4.293307 0.1959 -0.0503 0.1825
C -1.263338 4.398369 -5.085132 -0.2186 -0.0527 -0.1230
N -1.426563 4.104505 -6.400213 -0.0790 -0.0759 -0.0180
C 0.106423 4.879096 -4.680844 0.1030 0.0093 -0.1924
H -0.697645 4.193272 -7.083540 0.0289 0.0475 0.0739
H -2.332782 3.781963 -6.696316 0.0195 0.0348 -0.0182
H 0.516464 4.195765 -3.937142 -0.0111 0.0919 0.0489
H 0.020427 5.876634 -4.250920 -0.0001 -0.0785 0.0904
H 0.789550 4.921668 -5.529002 0.0319 0.0159 0.0688
O -3.900343 -3.191645 0.993461 0.2847 0.2110 0.1032
C -4.815281 -2.384967 0.901278 -0.2583 -0.0265 -0.3408
N -5.457372 -2.190044 -0.274862 0.2140 -0.0346 -0.0712
C -5.289980 -1.556194 2.059466 -0.1752 0.1176 -0.0714
H -6.211848 -1.538938 -0.394147 -0.0136 -0.0306 0.0978
H -5.156692 -2.734940 -1.066884 -0.0804 -0.0156 0.0066
H -4.454751 -0.957634 2.424140 -0.0732 -0.0565 0.1679
H -5.633986 -2.216072 2.855744 0.1333 0.0339 0.0412
H -6.107473 -0.894199 1.775033 0.0384 0.0205 0.0878
O -3.418074 -5.094219 5.000300 0.0937 -0.0360 0.0260
C -3.418997 -5.881572 4.067771 -0.0229 0.1360 -0.1105
N -3.502412 -5.442490 2.786144 0.0814 0.0842 0.2066
C -3.328482 -7.373538 4.256852 -0.0120 -0.0830 -0.1860
H -3.505428 -6.049187 1.987677 -0.0177 -0.0459 0.0629
H -3.566106 -4.447785 2.636635 -0.0458 -0.0545 -0.2452
H -4.173576 -7.707423 4.857685 0.0977 0.0168 0.0805
H -2.399774 -7.610361 4.774834 -0.0928 0.0046 0.0917
H -3.343694 -7.907061 3.306247 0.0005 -0.0200 0.0457
```
Forces are in eV/Å.

Properties
**Total charge**: +1
**Orbital gap**: 8.785 eV
**Strongest force on any atom**: 3.36 eV/Å

=====

E_HOMO, record by record: -9.1293 -11.4365 eV
E_tot, record by record: -37948.50874 -57782.02911 eV